Formula: C51H45CdN5O4S3Te
Source: the OMol25 dataset
Level of theory: ωB97M-V with the def2-TZVPD basis set

The geometry in XYZ format:
```
110
Properties=species:S:1:pos:R:3:forces:R:3:mulliken_charge:R:1
Cd -0.089055 0.375999 0.093447 0.19 -0.02 0.16 3.00
C 2.763226 -1.424760 0.276330 0.08 0.01 -0.01 -0.63
C 2.867481 -1.537677 -1.104653 0.02 -0.02 -0.02 -0.17
C 2.167270 -2.529268 -1.775160 -0.01 0.01 0.02 -0.31
C 1.371936 -3.416972 -1.065585 0.01 0.04 0.00 -0.34
C 1.271910 -3.309119 0.312996 -0.04 -0.02 0.00 -0.39
C 1.960448 -2.310344 0.983695 0.09 -0.04 -0.02 -0.32
H 3.334315 -0.669478 0.803593 -0.07 0.04 -0.02 0.35
H 3.506257 -0.858776 -1.653892 -0.01 0.04 -0.02 0.37
H 2.234873 -2.606307 -2.851999 0.00 0.00 -0.04 0.42
H 0.825103 -4.187748 -1.591440 -0.03 -0.05 -0.03 0.38
H 0.663205 -4.003996 0.875127 -0.07 -0.02 0.00 0.36
H 1.896099 -2.244087 2.061365 -0.07 0.03 0.03 0.25
O -0.358771 4.724572 -5.035424 0.41 0.07 -0.50 -0.75
C -0.612401 5.143404 -3.896872 -0.48 -0.91 0.20 0.31
O -1.413507 6.002747 -3.516668 -0.26 0.70 0.23 -0.74
C -0.027244 4.260103 -2.768189 0.42 0.12 0.17 0.48
C 0.925803 3.284076 -3.048343 -0.14 0.05 0.05 -0.51
C 1.249543 2.363161 -2.075751 0.09 -0.09 -0.12 -0.45
N 0.651355 2.333782 -0.881342 -0.15 -0.03 0.06 -0.62
C -0.221680 3.304262 -0.583152 0.11 0.25 -0.01 0.77
C -0.535802 4.314216 -1.477030 0.32 0.09 0.03 -0.72
C -0.968351 3.194390 0.740309 -0.06 0.14 -0.22 -0.45
O -1.272048 4.216284 1.329876 -0.04 0.41 0.17 -0.76
O -1.257594 2.003450 1.109186 0.01 -0.47 0.09 -0.39
H 1.339541 3.233639 -4.044409 0.05 0.01 -0.06 0.52
H 1.974076 1.575758 -2.257810 -0.02 -0.01 -0.03 0.32
H -1.238200 5.089747 -1.208367 0.03 0.03 0.02 0.66
N -0.415496 -0.509343 -1.879013 0.52 -0.20 0.22 -0.50
S -1.493592 -0.659409 -2.819865 -0.40 0.21 -0.16 1.00
N -2.786109 -1.656234 -2.443653 0.15 0.06 -0.18 0.11
S -3.960300 -1.227989 -1.555343 -0.23 -0.03 -0.16 0.61
N -3.802477 -0.579894 -0.174775 0.03 0.09 0.10 0.30
S -2.878530 -1.164382 1.070657 -0.15 0.24 0.02 1.60
N -1.430591 -1.147775 1.013447 -0.06 -0.43 0.09 -1.01
C -3.635578 -0.177011 2.351283 0.09 -0.13 0.09 0.39
C -4.936463 0.305478 2.304050 0.03 -0.02 0.01 -0.19
C -5.409896 1.055946 3.366644 -0.02 0.03 0.00 -0.85
C -4.585320 1.328048 4.451975 -0.05 -0.01 -0.03 -0.63
C -3.288368 0.846412 4.482953 0.06 -0.04 -0.08 -0.89
C -2.806415 0.083078 3.429217 -0.04 0.03 0.01 -0.65
C -3.549769 -2.813853 1.309604 0.29 0.02 0.31 0.07
C -4.648979 -3.085686 2.107531 0.05 -0.05 0.02 -0.57
C -5.030042 -4.406717 2.298793 0.03 0.08 0.01 -0.82
C -4.319009 -5.432557 1.696511 0.04 0.04 -0.03 -0.74
C -3.221101 -5.145366 0.895991 -0.01 0.03 0.05 -0.79
C -2.826182 -3.832114 0.705210 0.00 0.01 0.18 -0.21
C -5.060527 -0.080681 -2.369861 -0.07 -0.24 0.02 0.90
C -5.435850 -0.394770 -3.669488 -0.07 0.04 0.07 -1.13
C -6.320675 0.441171 -4.326398 0.00 -0.02 0.02 -0.72
C -6.811687 1.573168 -3.687245 0.03 -0.04 0.00 -0.72
C -6.416985 1.878246 -2.394671 0.08 -0.06 0.02 -0.71
C -5.530178 1.047887 -1.720875 -0.10 -0.02 -0.10 -0.04
C -4.902733 -2.740303 -1.458089 -0.16 0.12 -0.21 0.68
C -4.454380 -3.899742 -2.067387 -0.24 -0.01 -0.04 -0.29
C -5.238107 -5.043483 -1.978138 0.03 0.11 -0.02 -0.82
C -6.437837 -5.012593 -1.285684 -0.01 0.07 0.00 -0.63
C -6.868751 -3.840906 -0.672753 0.02 -0.04 -0.09 -0.75
C -6.100766 -2.694049 -0.756209 0.04 -0.09 -0.20 -0.85
C -2.237969 0.876099 -3.328514 -0.01 -0.01 0.01 0.82
C -2.398137 1.821537 -2.321573 0.03 -0.06 -0.10 0.55
C -2.885486 3.077342 -2.649417 -0.16 -0.18 -0.07 -0.81
C -3.189121 3.381810 -3.967718 -0.08 -0.06 -0.06 -0.97
C -3.039084 2.422115 -4.960856 0.04 -0.01 0.05 -1.17
C -2.565870 1.157464 -4.648370 0.00 0.06 0.03 -0.20
C -1.003272 -1.450624 -4.340778 0.09 0.13 0.07 -0.02
C -1.723340 -2.442701 -4.982095 -0.08 0.01 0.01 -0.06
C -1.212661 -2.996093 -6.147544 -0.02 -0.03 -0.04 -0.82
C -0.005480 -2.548140 -6.662070 -0.02 0.01 0.03 -0.62
C 0.704774 -1.547578 -6.012698 -0.02 0.02 0.03 -0.70
C 0.210983 -0.996788 -4.842130 -0.07 -0.11 -0.05 -0.52
H -5.562550 0.105494 1.447756 -0.04 -0.01 -0.07 0.32
H -6.419169 1.443829 3.342120 -0.02 0.01 -0.01 0.45
H -4.956062 1.929409 5.269691 -0.02 0.03 0.03 0.40
H -2.638960 1.078771 5.314202 0.04 0.00 0.04 0.44
H -1.786758 -0.278583 3.421450 -0.05 -0.01 0.00 0.52
H -5.196430 -2.287209 2.584949 -0.02 0.06 0.06 0.44
H -5.877902 -4.631692 2.929608 -0.06 -0.01 0.03 0.46
H -4.616632 -6.458820 1.856065 -0.01 -0.07 0.01 0.42
H -2.663532 -5.946547 0.432070 0.03 -0.05 -0.04 0.51
H -1.958543 -3.576230 0.113887 0.14 0.01 -0.06 0.69
H -5.037935 -1.273306 -4.156893 0.04 -0.08 -0.04 0.29
H -6.621180 0.215520 -5.339687 0.00 -0.01 -0.03 0.47
H -7.495679 2.227716 -4.208057 -0.03 0.03 -0.02 0.40
H -6.782000 2.772747 -1.910659 0.00 0.03 0.02 0.50
H -5.187540 1.279230 -0.726383 0.04 0.04 0.13 0.45
H -3.510971 -3.900647 -2.587528 0.10 0.00 -0.05 0.49
H -4.903308 -5.958862 -2.445835 0.01 -0.02 -0.01 0.47
H -7.041760 -5.906097 -1.218178 -0.04 -0.04 0.00 0.42
H -7.803512 -3.822231 -0.131405 -0.04 0.00 0.03 0.48
H -6.427606 -1.775317 -0.291532 -0.01 0.10 0.06 0.26
H -2.118475 1.593864 -1.297752 -0.10 0.01 -0.07 -0.56
H -2.976639 3.835656 -1.884433 -0.10 -0.04 -0.04 0.65
H -3.497664 4.383625 -4.225120 0.02 0.09 -0.01 0.45
H -3.249596 2.674100 -5.990462 0.00 0.02 -0.03 0.50
H -2.423375 0.422896 -5.427556 0.02 -0.06 -0.04 0.52
H -2.667984 -2.774308 -4.576846 -0.02 -0.01 0.01 0.21
H -1.762169 -3.777293 -6.655721 -0.01 0.00 -0.01 0.48
H 0.382208 -2.976831 -7.574537 0.03 -0.04 -0.05 0.42
H 1.642302 -1.195017 -6.417888 0.04 0.02 -0.02 0.46
H 0.749970 -0.224881 -4.314117 0.06 0.09 0.07 0.46
C 1.364429 2.901649 3.229398 -0.03 -0.04 -0.10 -1.13
Te 0.926767 0.851734 2.906640 -0.04 -0.09 0.23 0.38
C 2.771254 0.190557 3.754706 -0.01 0.11 -0.12 -1.17
H 2.253055 3.176496 2.671646 0.05 0.04 -0.04 0.37
H 1.517564 3.044638 4.293788 0.02 0.03 0.06 0.44
H 0.511480 3.483320 2.890115 -0.05 0.02 -0.01 0.29
H 2.773623 0.432261 4.810960 0.02 0.03 0.12 0.40
H 3.604347 0.678844 3.260047 0.08 0.04 -0.04 0.34
H 2.860372 -0.882380 3.635422 -0.01 -0.16 -0.02 0.33
```
Positions in Å, forces in eV/Å.

- Total energy: -113614.1815 eV
- Multiplicity: 1
- Energy relative to the best compared isomer or geometry (same formula, charge and spin): 10.27 kJ/mol
- Total charge: 0

Formula: C26H20Cl2IrN3
Source: the OMol25 dataset
Level of theory: ωB97M-V with the def2-TZVPD basis set

The geometry in XYZ format:
```
52
Properties=species:S:1:pos:R:3:forces:R:3:nbo_charge:R:1
Ir 0.336679 -0.944506 -0.850711 0.13 -0.08 -0.02 1.01
C -2.562546 -4.000065 -1.904840 -0.01 0.00 0.01 -0.16
C -3.162365 -4.236195 -0.678636 0.01 0.01 -0.02 -0.18
C -2.760144 -3.516295 0.437903 -0.01 0.00 0.02 -0.17
C -1.753660 -2.567011 0.314198 0.01 0.02 -0.01 -0.08
C -1.136629 -2.316497 -0.920379 -0.01 -0.02 -0.02 -0.26
C -1.561139 -3.039572 -2.031203 0.01 0.01 0.02 -0.22
C -1.222588 -1.787922 1.431829 -0.01 -0.03 0.00 0.25
C -1.834388 -1.759912 2.696635 -0.01 0.00 0.01 -0.25
C -1.304949 -0.991116 3.685027 0.01 0.00 0.00 -0.07
C -0.092135 -0.305040 3.465935 -0.01 0.00 -0.01 -0.03
C 0.534091 0.423912 4.501689 0.00 0.00 0.00 -0.16
C 1.759264 0.993919 4.310776 0.00 -0.01 0.00 -0.20
C 2.411205 0.816453 3.078001 0.00 0.00 0.00 -0.15
C 1.814588 0.136597 2.048187 -0.01 0.02 0.00 -0.25
C 0.527112 -0.407358 2.198672 0.00 -0.01 0.02 0.15
N -0.109935 -1.085055 1.168015 -0.04 0.06 -0.06 -0.45
H -2.873565 -4.562698 -2.775008 0.00 0.00 0.00 0.24
H -3.939915 -4.981780 -0.587453 0.00 0.00 0.00 0.24
H -3.225629 -3.721503 1.392406 0.00 0.00 0.00 0.23
H -1.134025 -2.877687 -3.010579 0.01 0.01 -0.01 0.22
H -2.738233 -2.325904 2.859379 0.00 0.00 -0.01 0.25
H -1.785146 -0.924866 4.653411 0.00 0.01 0.00 0.25
H 0.029981 0.496710 5.456852 0.00 0.00 0.00 0.24
H 2.243477 1.540451 5.107601 0.00 0.00 0.00 0.25
H 3.413912 1.202110 2.946703 0.00 0.00 0.00 0.23
H 2.363772 -0.041319 1.144079 0.02 0.00 -0.07 0.21
C 4.157717 1.350258 -1.343694 0.01 -0.04 0.01 -0.22
C 3.697420 2.656876 -1.310830 0.01 0.03 0.00 -0.12
C 2.342717 2.896445 -1.138355 -0.04 -0.02 0.00 -0.20
C 1.486978 1.815897 -0.987678 0.02 0.01 -0.04 0.16
N 1.943017 0.552879 -1.001135 -0.05 0.03 0.09 -0.50
C 3.244744 0.323190 -1.185477 0.03 0.00 0.02 0.06
C 0.019995 1.928396 -0.864710 0.02 0.05 -0.01 0.17
C -0.657666 3.132553 -0.796326 0.00 -0.01 0.00 -0.19
C -2.040776 3.143896 -0.722801 0.01 -0.01 -0.01 -0.10
C -2.723348 1.939448 -0.722897 0.00 0.02 0.01 -0.21
C -2.006354 0.763627 -0.790780 -0.04 -0.04 -0.04 0.08
N -0.665785 0.760580 -0.862989 -0.01 0.01 0.07 -0.33
H 5.204837 1.124021 -1.485456 0.00 0.00 0.00 0.26
H 4.383966 3.484454 -1.428117 0.00 0.00 0.00 0.26
H 1.968942 3.909422 -1.134690 -0.01 0.00 0.01 0.25
H 3.555818 -0.714387 -1.192348 0.00 0.00 -0.01 0.23
H -0.107170 4.060998 -0.799559 0.01 0.00 0.01 0.25
H -2.575248 4.082561 -0.669592 0.00 0.00 0.00 0.26
H -3.801624 1.897092 -0.669894 0.00 0.00 -0.01 0.26
H -2.489640 -0.201426 -0.805672 0.01 0.01 0.01 0.25
Cl -0.973122 1.062249 -4.182497 0.00 0.02 0.04 0.05
C 0.666556 0.482002 -4.107352 0.03 -0.05 -0.09 -0.38
Cl 0.785955 -1.114116 -3.254116 -0.09 0.00 0.05 0.10
H 1.308671 1.174124 -3.576286 -0.01 0.02 0.01 0.23
H 1.036311 0.271106 -5.105236 0.01 0.00 0.00 0.27
```
Positions in Å, forces in eV/Å.

- Total energy: -59627.6193 eV
- Multiplicity: 1
- Energy relative to the best compared isomer or geometry (same formula, charge and spin): 82.43 kJ/mol
- Total charge: +2

Formula: C3H5NO2
Source: the OMol25 dataset
Level of theory: ωB97M-V with the def2-TZVPD basis set

The geometry in XYZ format:
```
11
Properties=species:S:1:pos:R:3:forces:R:3:nbo_charge:R:1
H 2.561340 -0.478049 -0.817488 -0.20 -0.19 -0.17 0.35
N 1.803268 -1.109628 -0.543840 0.11 0.14 0.17 -0.68
C 0.762683 -0.458703 -0.290257 -0.16 -0.06 0.30 0.53
C -0.518474 -0.927874 0.364923 0.20 -0.36 0.47 -0.16
O -1.457313 0.047660 -0.044732 -0.08 0.07 0.06 -0.50
C -0.721217 1.236751 -0.051144 -0.06 0.29 0.09 0.22
O 0.605383 0.891541 -0.438698 0.11 -0.06 -0.16 -0.51
H -0.892997 -1.934997 0.186440 0.22 0.20 -0.60 0.23
H -0.322185 -0.909345 1.455770 -0.17 0.33 -0.16 0.19
H -1.116192 1.956053 -0.772756 -0.10 -0.28 0.05 0.18
H -0.704293 1.686596 0.951778 0.13 -0.07 -0.04 0.14
```
Positions in Å, forces in eV/Å.

- Total energy: -8776.2430 eV
- Multiplicity: 1
- SMILES string: [H]/N=C1/COCO1
- Energy relative to the best compared isomer or geometry (same formula, charge and spin): 140.07 kJ/mol
- Total charge: 0

Formula: C3H2CdLiO3
Source: the OMol25 dataset
Level of theory: ωB97M-V with the def2-TZVPD basis set

The geometry in XYZ format:
```
10
Properties=species:S:1:pos:R:3:forces:R:3:nbo_charge:R:1
C -1.236888 0.197416 -0.513186 1.93 -4.01 -1.16 0.28
C -0.207831 0.034277 0.450160 -1.59 0.88 1.68 0.24
O 0.915296 0.724306 0.295484 2.61 0.54 -0.80 -0.53
C 2.138588 0.035792 -0.032616 -2.80 -3.04 0.69 0.38
O 2.083815 -1.129027 -0.313758 0.70 2.27 -0.05 -0.46
O -2.381328 -0.256857 -0.359995 -0.37 1.43 0.09 -0.67
Cd 3.893112 0.800812 0.843090 0.64 0.54 0.01 1.36
H -0.403478 -0.436912 1.417523 0.25 -0.10 -0.19 0.22
H -0.633464 -0.085430 -1.454458 -1.33 1.67 -0.23 0.18
Li -4.167826 0.115623 -0.332248 -0.05 -0.18 -0.04 0.99
```
Positions in Å, forces in eV/Å.

- Total energy: -14034.4813 eV
- Multiplicity: 2
- Energy relative to the best compared isomer or geometry (same formula, charge and spin): 0.00 kJ/mol
- Total charge: +2

Question: Look up the multiplicity of the first one.
Answer: 1

Question: Which of these has the highest multiplicity?
Answer: C3H2CdLiO3

Question: Among the records above, which one has the lowest total energy?
Answer: C51H45CdN5O4S3Te

Please write out number 4 again, unchanged.
Formula: C3H2CdLiO3
Source: the OMol25 dataset
Level of theory: ωB97M-V with the def2-TZVPD basis set

The geometry in XYZ format:
```
10
Properties=species:S:1:pos:R:3:forces:R:3:nbo_charge:R:1
C -1.236888 0.197416 -0.513186 1.93 -4.01 -1.16 0.28
C -0.207831 0.034277 0.450160 -1.59 0.88 1.68 0.24
O 0.915296 0.724306 0.295484 2.61 0.54 -0.80 -0.53
C 2.138588 0.035792 -0.032616 -2.80 -3.04 0.69 0.38
O 2.083815 -1.129027 -0.313758 0.70 2.27 -0.05 -0.46
O -2.381328 -0.256857 -0.359995 -0.37 1.43 0.09 -0.67
Cd 3.893112 0.800812 0.843090 0.64 0.54 0.01 1.36
H -0.403478 -0.436912 1.417523 0.25 -0.10 -0.19 0.22
H -0.633464 -0.085430 -1.454458 -1.33 1.67 -0.23 0.18
Li -4.167826 0.115623 -0.332248 -0.05 -0.18 -0.04 0.99
```
Positions in Å, forces in eV/Å.

- Total energy: -14034.4813 eV
- Multiplicity: 2
- Energy relative to the best compared isomer or geometry (same formula, charge and spin): 0.00 kJ/mol
- Total charge: +2